DFT (ωB97M-V/def2-TZVPD) results for a 2-piece molecular cluster, CH5N2S overall at a distorted geometry.

Each line ends with the Löwdin charge.
Element x y z (Å)
S  2.23634  -0.28127  -0.95926  -0.244
H  1.71356  -1.25534  -1.76480  -0.422
N  -0.66035  -0.44736  0.61561  0.043
C  -1.50812  0.58540  0.57806  -0.455
N  -2.74945  0.55192  0.96420  -0.029
H  -0.96948  -1.32830  0.87901  0.051
H  0.39094  -0.25336  0.31894  -0.054
H  -1.01081  1.53328  0.30860  0.109
H  -2.98839  1.55964  1.07924  0.000

Forces on atoms 1 to 2 (eV/Å):
S -0.2 -0.3 -0.2
H 0.2 0.5 0.4

## Properties
- net charge = -1
- energy above the lowest of the compared OMol25 structures with the same formula, charge and spin (kcal/mol) = 6.54
- orbital gap (eV) = 7.4
- strongest force on any atom (hartree/bohr) = 0.0751